1.
{"formula": "C2H10NOS2", "method": "ωB97M-V with the def2-TZVPD basis set", "symbols": ["H", "C", "H", "H", "H", "O", "C", "N", "H", "H", "S", "H", "S", "H", "H", "H"], "positions_angstrom": [[-1.920, -0.643, 4.898], [-0.176, -0.170, -0.128], [-0.387, -0.539, 4.630], [2.321, -0.917, -2.670], [-2.875, -0.035, 1.353], [-1.272, -0.403, 4.229], [-0.891, 0.608, 0.973], [-1.918, -0.280, 1.605], [-0.320, 1.055, 1.779], [-1.734, -0.375, 2.641], [1.170, 0.689, -1.084], [-1.819, -1.250, 1.287], [1.159, -0.303, -2.838], [-1.344, 1.492, 0.517], [-0.939, -0.462, -0.875], [0.295, -1.086, 0.235]], "charge": 1, "relative_energy_kj_mol": 49.76, "multiplicity": 1, "homo_lumo_gap_ev": 8.70}

---

2.
{"formula": "C2H10NS", "method": "ωB97M-V with the def2-TZVPD basis set", "symbols": ["H", "H", "H", "H", "N", "H", "C", "C", "H", "H", "H", "H", "H", "S"], "positions_angstrom": [[2.647, 0.239, 0.354], [1.624, -1.317, -0.036], [1.983, -0.421, -2.235], [-2.687, 0.880, 0.311], [-2.845, 0.081, -0.203], [0.390, -1.060, 1.791], [1.367, 0.194, -1.557], [1.697, -0.140, -0.114], [0.460, -0.193, -1.923], [-2.350, 0.258, -1.071], [1.487, 1.332, -1.696], [-3.887, 0.119, -0.506], [-2.301, -0.726, 0.172], [0.260, 0.000, 1.018]], "charge": 1, "relative_energy_kj_mol": 139.18, "multiplicity": 1, "homo_lumo_gap_ev": 8.87}

---

3.
{"formula": "C2H10NS", "method": "ωB97M-V with the def2-TZVPD basis set", "symbols": ["H", "H", "H", "C", "H", "H", "H", "H", "S", "H", "H", "N", "H", "C"], "positions_angstrom": [[2.855, -0.130, 1.356], [-1.385, -1.358, 0.865], [1.982, -1.448, 1.513], [-1.670, -0.877, -0.065], [1.481, -0.353, 0.333], [-0.357, 2.215, -1.702], [2.971, -1.303, 0.166], [-0.587, 2.260, 0.034], [-0.249, 0.018, -0.765], [-1.923, 1.782, -1.067], [-2.150, -1.566, -0.748], [2.337, -0.820, 0.794], [-2.447, -0.144, 0.157], [-0.857, 1.725, -0.872]], "charge": 1, "relative_energy_kj_mol": 19.02, "multiplicity": 1, "homo_lumo_gap_ev": 9.17}

---

4.
{"formula": "C2H10O2", "method": "ωB97M-V with the def2-TZVPD basis set", "symbols": ["H", "H", "O", "H", "H", "H", "H", "O", "C", "H", "C", "H", "H", "H"], "positions_angstrom": [[0.191, 1.671, -1.780], [0.858, -0.881, 1.380], [0.270, -1.439, 1.919], [-0.371, 0.975, -0.208], [-0.482, -1.251, -1.401], [-0.314, -0.243, -2.947], [-0.504, 0.267, 2.024], [-0.070, 1.131, 2.061], [-0.627, -0.302, -1.904], [1.150, 0.383, -0.907], [0.170, 0.803, -1.130], [0.870, -2.186, 2.049], [-1.663, 0.028, -1.971], [0.523, 1.043, 2.815]], "charge": 0, "smiles": "CC.O.O", "relative_energy_kj_mol": 46.99, "multiplicity": 1, "homo_lumo_gap_ev": 11.75}

---

5.
{"formula": "C2H10O2S", "method": "ωB97M-V with the def2-TZVPD basis set", "symbols": ["H", "H", "C", "H", "S", "H", "O", "H", "C", "H", "O", "H", "H", "H", "H"], "positions_angstrom": [[2.231, 0.487, 2.303], [-5.259, -1.277, -0.041], [1.700, 0.008, 1.454], [-6.424, -2.401, 0.069], [-0.503, -1.865, 0.919], [-0.406, -1.174, -0.167], [-5.815, -1.719, 0.612], [1.528, -2.015, 2.166], [0.824, -1.095, 1.984], [0.359, -0.718, 3.041], [2.926, 4.053, -4.888], [2.448, -0.343, 0.812], [1.077, 0.804, 0.809], [2.121, 4.205, -4.394], [3.194, 3.051, -4.680]], "charge": 0, "smiles": "CCS.O.O", "relative_energy_kj_mol": 149.02, "multiplicity": 1, "homo_lumo_gap_ev": 9.70}

---

6.
{"formula": "C2H10O2S2", "method": "ωB97M-V with the def2-TZVPD basis set", "symbols": ["H", "C", "O", "O", "H", "H", "H", "H", "H", "H", "H", "H", "S", "S", "C", "H"], "positions_angstrom": [[-1.601, 0.605, 1.564], [-1.031, 0.065, -1.247], [3.590, 4.745, 1.563], [-1.752, -0.126, 2.179], [-1.746, -0.705, -0.999], [-0.465, -2.304, -0.282], [-1.328, -3.672, -0.941], [3.990, 5.565, 1.861], [-0.496, 0.545, -0.435], [-1.355, 0.233, 2.980], [3.602, 4.175, 2.320], [-1.681, 0.777, -1.765], [0.319, -0.490, -2.328], [-0.051, -2.504, -2.697], [-0.399, -3.109, -1.006], [0.406, -3.801, -0.766]], "charge": 0, "smiles": "CSSC.O.O", "relative_energy_kj_mol": 94.80, "multiplicity": 1, "homo_lumo_gap_ev": 8.55}

---

7.
{"formula": "C2H10O2S2", "method": "ωB97M-V with the def2-TZVPD basis set", "symbols": ["H", "H", "H", "H", "H", "C", "H", "C", "S", "H", "H", "S", "O", "H", "H", "O"], "positions_angstrom": [[0.184, -1.499, -0.664], [1.847, 0.827, 1.122], [-0.825, 0.217, 1.950], [1.063, -0.802, 1.091], [-0.056, 1.634, -1.297], [1.859, -0.189, 0.670], [-1.324, 1.156, -2.350], [-1.179, 1.537, -1.339], [-1.802, 0.561, -0.008], [-0.879, 0.390, 3.462], [-1.715, 2.471, -1.158], [1.924, 0.089, -1.014], [-0.327, -2.306, -0.565], [2.844, -0.575, 1.010], [-1.228, -2.037, -0.776], [-0.443, -0.121, 2.770]], "charge": 1, "relative_energy_kj_mol": 431.85, "multiplicity": 2, "homo_lumo_gap_ev": [7.29, 4.25]}

---

8.
{"formula": "C2H10O2Si2", "method": "ωB97M-V with the def2-TZVPD basis set", "symbols": ["C", "H", "H", "O", "H", "H", "H", "H", "Si", "H", "H", "Si", "C", "O", "H", "H"], "positions_angstrom": [[1.639, -2.223, -0.252], [1.040, -3.038, -0.064], [0.139, -1.018, -2.124], [0.935, 0.506, -0.272], [1.024, 2.843, 0.394], [2.219, -1.987, 0.670], [0.376, 1.634, 1.967], [-1.832, 2.628, 0.702], [0.234, 1.721, 0.549], [-1.765, 1.901, -1.104], [2.273, -2.379, -1.152], [0.282, -0.989, -0.560], [-1.581, 1.768, -0.002], [-0.982, -1.143, 0.437], [-1.873, -1.189, 0.333], [-2.129, 0.963, 0.477]], "charge": 0, "relative_energy_kj_mol": 114.92, "multiplicity": 1, "homo_lumo_gap_ev": 10.65}

---

9.
{"formula": "C2H10O3", "method": "ωB97M-V with the def2-TZVPD basis set", "symbols": ["C", "H", "H", "H", "H", "H", "H", "H", "O", "O", "H", "H", "O", "H", "C"], "positions_angstrom": [[0.748, -1.116, -2.582], [-0.391, 0.238, -3.395], [-2.012, 0.260, 2.259], [1.201, 1.959, -0.105], [0.443, 0.693, -0.507], [-1.630, 0.066, 3.876], [1.632, -1.115, -1.947], [-0.816, -1.039, 2.648], [-0.190, 1.001, 2.880], [0.147, 0.181, -2.602], [0.246, 1.011, 2.002], [1.003, -1.496, -3.570], [0.736, 1.200, 0.263], [0.041, -1.807, -2.111], [-1.159, -0.036, 2.892]], "charge": 0, "smiles": "CO.CO.O", "relative_energy_kj_mol": 78.90, "multiplicity": 1, "homo_lumo_gap_ev": 9.98}

---

10.
{"formula": "C2H10O4", "method": "ωB97M-V with the def2-TZVPD basis set", "symbols": ["H", "O", "C", "H", "H", "H", "H", "O", "H", "H", "H", "C", "H", "O", "O", "H"], "positions_angstrom": [[2.468, 0.791, -4.783], [0.545, 2.325, 1.504], [1.629, 1.534, 1.661], [0.379, 2.594, 0.593], [2.451, 1.226, -3.255], [-2.831, -2.549, 3.528], [3.429, 0.713, 0.946], [2.053, 0.639, -3.927], [-3.096, -2.204, -2.271], [2.605, 1.963, -0.145], [-1.689, -3.409, 4.162], [2.595, 1.370, 0.761], [-4.166, -1.175, -2.490], [-1.934, -2.913, 3.398], [-3.997, -2.113, -2.629], [1.512, 1.100, 2.646]], "charge": 0, "smiles": "C=CO.O.O.O", "relative_energy_kj_mol": 126.74, "multiplicity": 1, "homo_lumo_gap_ev": 9.72}

---

11.
{"formula": "C2H10O4", "method": "ωB97M-V with the def2-TZVPD basis set", "symbols": ["H", "O", "O", "H", "H", "H", "H", "H", "O", "H", "C", "C", "H", "H", "H", "O"], "positions_angstrom": [[-2.304, -1.918, -1.755], [2.057, 0.663, -1.179], [0.569, -1.918, 0.711], [0.770, -1.318, 1.436], [-1.682, 0.174, 1.606], [-2.510, 1.462, 0.648], [2.615, -0.097, -1.381], [-0.988, -1.478, -1.035], [0.748, 1.034, 1.317], [2.046, 1.302, -1.897], [-0.398, 1.531, 0.710], [-1.597, 1.152, 1.141], [1.290, 0.838, 0.524], [-0.247, 2.442, 0.138], [1.229, -2.615, 0.770], [-1.598, -1.255, -1.755]], "charge": 0, "smiles": "C=CO.O.O.O", "relative_energy_kj_mol": 99.01, "multiplicity": 1, "homo_lumo_gap_ev": 9.38}

---

12.
{"formula": "C2H10O9Si3", "method": "ωB97M-V with the def2-TZVPD basis set", "symbols": ["C", "O", "H", "H", "H", "H", "O", "H", "O", "H", "O", "O", "H", "O", "C", "H", "Si", "H", "Si", "H", "Si", "O", "O", "O"], "positions_angstrom": [[-0.782, 1.726, 0.251], [2.712, 1.061, 1.701], [2.863, 1.439, -1.309], [-1.531, 2.162, 0.914], [-2.967, -1.652, 2.272], [0.424, 2.837, -1.003], [0.188, 1.280, 0.970], [-3.588, -1.288, -0.774], [-2.601, -0.783, 2.035], [3.104, -3.191, 0.569], [-0.914, 0.066, -1.518], [1.711, -1.916, -1.425], [-1.041, 0.745, -2.297], [2.095, 1.314, -0.821], [-1.601, 0.536, -0.361], [3.191, 0.549, 2.411], [-1.804, -1.089, 0.586], [1.001, -1.790, -2.108], [1.617, 0.570, 0.617], [-2.634, 0.799, -0.599], [1.450, -1.628, 0.129], [2.522, -2.533, 1.009], [-2.908, -1.871, -0.396], [-0.506, 2.658, -0.852]], "charge": 0, "relative_energy_kj_mol": 190.13, "multiplicity": 1, "homo_lumo_gap_ev": [7.25, 7.25]}

---

13.
{"formula": "C2H10OSi2", "method": "ωB97M-V with the def2-TZVPD basis set", "symbols": ["C", "H", "H", "H", "H", "H", "H", "C", "Si", "Si", "H", "H", "H", "H", "O"], "positions_angstrom": [[1.188, 1.538, -0.165], [-3.332, -0.598, 1.784], [2.513, -0.769, -0.972], [3.565, 0.407, 1.073], [-4.651, 0.736, -0.415], [0.486, 0.970, -0.676], [1.910, 1.999, -0.808], [1.927, -1.264, -0.219], [2.020, 0.271, 0.947], [-2.918, -0.327, 0.436], [2.463, -2.242, 0.082], [1.035, -1.427, -0.744], [-2.344, -1.528, -0.280], [0.563, 2.390, 0.140], [-4.425, -0.156, -0.183]], "charge": 0, "relative_energy_kj_mol": 313.56, "multiplicity": 1, "homo_lumo_gap_ev": [7.67, 6.44]}

---

14.
{"formula": "C2H11B3N2O6", "method": "ωB97M-V with the def2-TZVPD basis set", "symbols": ["C", "B", "H", "N", "O", "H", "H", "H", "O", "H", "H", "H", "H", "B", "O", "O", "O", "H", "N", "O", "C", "H", "B", "H"], "positions_angstrom": [[0.724, 0.210, -0.479], [-4.815, 0.569, -0.073], [-5.852, 1.798, 1.064], [4.680, 0.459, 1.846], [3.278, -0.888, 0.679], [4.056, 1.232, 1.712], [4.951, -2.662, 1.122], [1.147, 0.786, -1.303], [-1.132, -0.658, -2.395], [-3.249, 1.810, -2.526], [-5.510, -1.249, -0.263], [0.926, -0.848, -0.636], [5.528, 0.596, 2.361], [-1.520, 0.249, -1.425], [-5.983, 1.063, 0.460], [-3.796, 1.394, -0.455], [-0.683, 0.465, -0.378], [6.050, -1.671, 2.018], [5.194, -1.769, 1.508], [-4.667, -0.787, -0.244], [4.314, -0.743, 1.302], [1.183, 0.516, 0.455], [-2.948, 1.209, -1.525], [-1.875, -1.082, -2.826]], "charge": 0, "smiles": "COB(O)BOB(O)O.NC(N)=O", "multiplicity": 1, "homo_lumo_gap_ev": 9.64}

---

15.
{"formula": "C2H11N2", "method": "ωB97M-V with the def2-TZVPD basis set", "symbols": ["H", "H", "H", "H", "H", "N", "C", "N", "C", "H", "H", "H", "H", "H", "H"], "positions_angstrom": [[-1.615, -0.838, 0.574], [2.079, -1.364, 0.699], [-0.322, 2.129, -1.552], [-2.340, 0.322, -0.533], [0.454, -0.317, 0.027], [-0.242, 0.174, -0.591], [-1.518, 0.159, 0.165], [1.227, -1.594, 1.177], [0.292, 1.498, -0.961], [1.153, -1.163, 2.086], [0.633, 2.026, -0.067], [1.243, 1.370, -1.477], [1.005, -2.571, 1.256], [-0.385, -0.357, -1.450], [-1.551, 0.966, 0.886]], "charge": 1, "relative_energy_kj_mol": 60.05, "multiplicity": 1, "homo_lumo_gap_ev": 11.76}

---

16.
{"formula": "C2H11N2O", "method": "ωB97M-V with the def2-TZVPD basis set", "symbols": ["H", "H", "O", "C", "H", "H", "H", "C", "N", "H", "H", "H", "H", "N", "H", "H"], "positions_angstrom": [[0.815, -0.656, -2.710], [0.046, 0.603, 2.677], [0.150, 0.488, 1.733], [-0.698, 1.338, 1.009], [-0.089, -1.962, -1.986], [0.270, -0.091, -0.371], [-1.427, 1.937, 1.560], [0.875, -1.436, -1.942], [0.947, -0.913, -0.561], [-0.029, 2.055, 0.496], [0.547, -1.490, 0.180], [1.902, -0.669, -0.299], [-2.061, -0.001, 0.160], [-1.311, 0.612, -0.133], [-1.499, 1.291, -0.857], [1.596, -2.142, -2.346]], "charge": 1, "relative_energy_kj_mol": 93.12, "multiplicity": 1, "homo_lumo_gap_ev": 11.47}

---

17.
{"formula": "C2H11N2O", "method": "ωB97M-V with the def2-TZVPD basis set", "symbols": ["H", "H", "H", "H", "C", "H", "H", "H", "C", "N", "H", "N", "H", "H", "O", "H"], "positions_angstrom": [[2.040, -3.131, 1.089], [0.693, -1.440, 0.686], [0.874, 0.352, -0.903], [-1.850, 0.554, -1.395], [-1.286, 1.013, -0.587], [-0.446, 2.635, -1.614], [0.417, 0.957, 0.619], [-1.919, 1.006, 0.299], [0.036, 0.349, -0.195], [-0.249, -1.044, 0.328], [-0.592, -1.680, -0.387], [-0.971, 2.445, -0.772], [2.972, -1.934, 1.303], [-0.885, -1.032, 1.120], [2.087, -2.177, 0.968], [-1.833, 2.967, -0.723]], "charge": 1, "relative_energy_kj_mol": 49.14, "multiplicity": 1, "homo_lumo_gap_ev": 9.86}

---

18.
{"formula": "C2H11N2O", "method": "ωB97M-V with the def2-TZVPD basis set", "symbols": ["H", "C", "H", "N", "H", "O", "H", "N", "H", "H", "C", "H", "H", "H", "H", "H"], "positions_angstrom": [[-1.106, -0.249, -0.781], [0.996, 0.043, -0.921], [-0.158, -1.236, 0.086], [1.010, -0.209, 1.508], [-3.034, 0.118, 0.767], [-2.742, 0.236, -0.146], [1.891, -0.678, 1.679], [-0.236, -0.806, -0.812], [0.846, 0.750, -1.717], [2.142, 1.240, 0.425], [1.167, 0.764, 0.434], [0.452, 1.588, 0.468], [0.770, 0.248, 2.376], [-3.524, 0.290, -0.707], [-0.328, -1.523, -1.529], [1.853, -0.577, -1.129]], "charge": 1, "relative_energy_kj_mol": 0.00, "multiplicity": 1, "homo_lumo_gap_ev": 11.24}

---

19.
{"formula": "C2H11N2O2", "method": "ωB97M-V with the def2-TZVPD basis set", "symbols": ["C", "H", "H", "H", "H", "N", "H", "H", "H", "O", "C", "H", "O", "H", "H", "H", "N"], "positions_angstrom": [[1.358, 1.578, 0.613], [-1.851, -1.309, 1.393], [2.405, 2.348, -1.409], [2.211, 2.202, 0.960], [2.044, -0.182, 1.579], [1.258, 0.395, 1.362], [-3.471, -3.611, -0.240], [1.216, 3.434, -2.036], [0.332, 0.076, 1.581], [-3.142, -4.411, 0.178], [0.628, 1.994, -0.500], [-3.092, -5.093, -0.490], [-1.061, -1.511, 0.880], [-0.434, 2.197, -0.469], [-1.073, -2.454, 0.762], [1.231, 1.851, -2.462], [1.441, 2.497, -1.703]], "charge": 0, "relative_energy_kj_mol": 311.50, "multiplicity": 2, "homo_lumo_gap_ev": [4.85, 6.66]}

---

20.
{"formula": "C2H11N2O2", "method": "ωB97M-V with the def2-TZVPD basis set", "symbols": ["H", "C", "H", "H", "N", "H", "O", "O", "H", "H", "N", "H", "C", "H", "H", "H", "H"], "positions_angstrom": [[-1.043, -1.261, -3.324], [-1.110, 0.314, -0.598], [-1.900, 0.394, 1.201], [-1.109, -1.773, -1.038], [-1.016, 0.010, 0.899], [2.822, -1.976, 0.428], [0.295, 1.817, 2.506], [2.455, -1.076, 0.406], [0.106, 0.071, -2.903], [-0.217, 0.474, 1.364], [-0.545, -0.662, -2.701], [-1.001, -1.001, 0.967], [-1.029, -0.759, -1.409], [0.916, 2.305, 1.928], [-0.753, 1.309, -0.816], [-0.017, 2.432, 3.171], [3.148, -0.617, -0.082]], "charge": 1, "relative_energy_kj_mol": 184.17, "multiplicity": 1, "homo_lumo_gap_ev": 10.08}

---

Across the entries above, E_tot takes the values -27437.777 -14553.622 -14554.868 -6330.764 -17164.949 -28001.137 -27989.257 -22089.177 -8377.735 -10424.879 -10425.166 -44302.258 -20035.510 -19553.945 -5226.323 -7273.310 -7273.766 -7274.275 -9322.719 -9320.398 eV, respectively.